34
Properties=species:S:1:pos:R:3:forces:R:3 method="wB97M-V/def2-TZVPD" relative_energy_kcal_mol=47.8 homo_energy_ev=-8.688 spin_multiplicity=1 e_tot_ev=-105961.244 mol_weight_g_mol=370.630 smiles="COc1cc(/C=N/O)cc(Br)c1OCc1ccc(Cl)cc1" lumo_ev=0.388 charge=0
C -3.5973 -0.1783 0.8859 0.222 -0.164 -0.034
C -0.1396 -2.6368 0.3461 -0.241 -0.058 0.279
C 2.3364 1.5978 0.2380 -0.431 -0.712 -0.339
O 0.6571 -2.1145 -0.7241 0.221 0.380 -0.252
C -3.7005 -1.3487 0.1508 -0.080 0.061 -0.006
Cl -4.9809 0.8383 1.0691 -0.183 0.132 0.025
H -0.3963 -3.6453 0.0171 0.002 0.075 0.110
C -2.3990 0.1815 1.4809 -0.079 0.045 -0.009
H -2.3304 1.0916 2.0552 -0.035 0.095 0.051
H 0.7645 2.4382 -0.9428 -0.089 0.096 -0.083
C -1.3726 -1.8067 0.5823 0.084 -0.104 -0.081
H 3.8365 0.4314 1.2608 0.075 -0.002 0.059
H -2.6620 -3.0651 -0.5757 -0.005 -0.089 -0.071
O -0.3989 0.4081 -1.8078 0.018 0.127 0.391
H 3.7942 2.8450 1.2729 0.008 0.142 0.004
C 0.6602 0.3133 -0.9715 0.281 0.038 0.018
H -4.6408 -1.6222 -0.3012 -0.104 0.004 -0.022
H 0.4522 -2.7009 1.2670 0.008 -0.015 -0.171
H 0.1189 -1.1955 -3.0254 -0.048 0.032 0.010
H -1.3892 -1.3990 -2.0969 0.121 0.090 -0.107
C -0.7610 -0.6838 -2.6312 -0.158 -0.261 -0.340
Br 3.2075 -2.4065 0.8583 -0.003 0.199 -0.013
C 1.2193 1.5297 -0.5851 0.012 -0.187 0.029
C 2.9037 2.8697 0.6436 0.559 0.951 0.385
N 2.3749 3.9632 0.2777 -0.516 0.070 -0.362
C 2.9415 0.4134 0.6586 -0.087 0.177 0.001
H 2.4829 5.8376 0.3646 0.036 -0.390 0.023
H -0.3635 -0.3573 1.8011 0.099 0.013 0.047
H -1.3307 -0.2472 -3.4515 0.040 -0.039 0.031
C -1.2946 -0.6364 1.3292 -0.089 -0.111 0.036
O 3.0045 5.1088 0.7307 0.290 -0.237 0.204
C 2.3746 -0.7895 0.2977 -0.040 -0.321 -0.029
C -2.5859 -2.1530 -0.0011 0.090 0.045 0.171
C 1.2142 -0.8810 -0.4733 0.022 -0.082 0.046

***

13
Properties=species:S:1:pos:R:3:forces:R:3 method="wB97M-V/def2-TZVPD" relative_energy_kcal_mol=130.8 homo_energy_ev=-9.511 spin_multiplicity=1 e_tot_ev=-8804.858 mol_weight_g_mol=89.094 smiles="C=[N+]([O-])OCC" lumo_ev=0.827 charge=0
H -0.9152 -2.4552 -0.1542 0.081 0.502 0.304
H -1.5899 -1.3114 1.0857 0.513 -1.418 0.297
H 0.9869 -0.6756 1.4740 0.500 -0.358 0.556
H 0.9891 -0.9329 -0.3129 -0.008 -0.568 1.075
O -0.1862 0.4835 0.3698 -0.904 1.779 -0.656
C -0.6896 -1.9161 0.7832 0.223 0.321 0.283
O 1.5375 0.8208 -1.2095 -0.500 1.073 0.147
H 0.3342 2.9446 -1.7823 1.126 1.490 -1.679
H -1.0753 2.6992 -0.6930 0.253 -0.352 0.826
C 0.3642 -0.8023 0.6122 1.149 0.262 -2.325
C -0.0454 2.4997 -0.9420 -0.449 -2.030 0.631
N 0.5579 1.3674 -0.7315 -0.867 -2.300 1.318
H -0.2682 -2.7217 1.5004 -1.117 1.600 -0.776